Entry from OMol25: a molecular structure, C21H26N3O3Sn (ωB97M-V/def2-TZVPD).

The geometry in XYZ format:
```
54
Properties=species:S:1:pos:R:3
Sn 0.994 1.862 0.321
C 4.086 -0.670 -2.719
N 2.848 -1.340 -2.311
C 2.607 -2.668 -2.874
C 1.998 -0.739 -1.486
O 2.247 0.370 -0.978
C 0.723 -1.502 -1.134
O -0.258 -0.691 -0.528
C -1.480 -0.550 -1.223
C -1.732 0.904 -1.589
O -0.882 1.757 -1.302
N -2.882 1.207 -2.187
C -3.249 2.609 -2.392
C -3.920 0.238 -2.521
H 4.946 -1.263 -2.410
H 4.136 0.306 -2.250
H 4.096 -0.554 -3.802
H 3.559 -3.072 -3.206
H 1.939 -2.625 -3.737
H 2.197 -3.351 -2.133
H 1.014 -2.258 -0.398
H 0.324 -2.009 -2.011
H -2.279 -0.878 -0.556
H -1.493 -1.172 -2.119
H -2.370 3.233 -2.284
H -3.994 2.908 -1.653
H -3.664 2.732 -3.391
H -3.572 -0.784 -2.417
H -4.231 0.390 -3.553
H -4.790 0.381 -1.878
N 0.388 0.726 1.832
C 0.232 0.374 3.032
C -1.146 0.270 3.610
C -2.168 -0.295 2.853
C -3.466 -0.325 3.338
C -3.757 0.236 4.575
C -2.738 0.779 5.345
C -1.433 0.783 4.871
C 1.389 0.045 3.932
C 2.612 0.688 3.770
C 3.681 0.392 4.599
C 3.543 -0.572 5.591
C 2.333 -1.231 5.751
C 1.257 -0.919 4.931
H -1.926 -0.718 1.884
H -4.253 -0.784 2.753
H -4.776 0.256 4.939
H -2.956 1.195 6.320
H -0.643 1.213 5.474
H 2.717 1.433 2.992
H 4.622 0.913 4.475
H 4.376 -0.805 6.241
H 2.219 -1.981 6.523
H 0.317 -1.441 5.053
```

Output
E_HOMO ... -10.84 eV
Charge ... +1
Kohn-Sham gap ... 8.57 eV
LUMO level ... -2.27 eV
Total energy ... -38637.801 eV

***

Entry from OMol25: C2H3ClN2O in the gas phase at a distorted geometry (ωB97M-V/def2-TZVPD).

The geometry in XYZ format:
```
9
Properties=species:S:1:pos:R:3
C 0.618 -0.789 -0.044
C -0.857 -0.549 -0.021
N -0.899 1.709 -0.104
N 1.473 0.132 0.014
O -1.508 0.534 0.029
Cl 3.164 -0.052 -0.043
H 0.991 -1.789 -0.015
H -1.300 -1.515 0.089
H -1.682 2.319 0.094
```

Output
Energy relative to the best compared isomer or geometry (same formula, charge and spin) ... 132.95 kcal per mole
E_HOMO (alpha / beta) ... -9.35 / -8.43 eV
Kohn-Sham gap (alpha / beta) ... 8.68 / 7.99 eV
LUMO level (alpha / beta) ... -0.67 / -0.44 eV
Total energy ... -19666.805 eV

***

Entry from OMol25: 5 unconnected molecules or ions with the total composition CH10O6 (ωB97M-V/def2-TZVPD).

The geometry in XYZ format:
```
17
Properties=species:S:1:pos:R:3
O -0.511 -1.627 -0.161
C -0.966 -1.777 0.938
O -1.761 -0.941 1.591
H -0.772 -2.680 1.519
H -1.708 -0.055 1.185
O 2.093 0.826 0.851
H 1.994 1.219 -0.020
H 2.510 1.435 1.463
O 0.767 1.284 -2.118
H 1.101 2.010 -2.662
H 0.925 0.545 -2.723
O -1.327 -1.145 -2.921
H -1.412 -2.031 -2.554
H -1.130 -0.645 -2.119
O -0.129 1.495 2.503
H 0.415 1.012 1.865
H -0.087 1.074 3.363
```

Output
Energy relative to the best compared isomer or geometry (same formula, charge and spin) ... 18.12 kcal per mole
E_HOMO ... -11.04 eV
Kohn-Sham gap ... 11.53 eV
LUMO level ... 0.49 eV
Total energy ... -13484.519 eV

***

Entry from OMol25: C5H6N2 in the gas phase at a distorted geometry (ωB97M-V/def2-TZVPD).

The geometry in XYZ format:
```
13
Properties=species:S:1:pos:R:3
H 0.217 2.392 2.125
N 0.914 2.354 1.417
C 0.647 1.441 0.604
N -0.342 0.443 0.756
C -0.473 -0.647 -0.104
C -1.330 -1.611 0.049
C 0.412 -0.706 -1.225
C 1.135 -0.699 -2.171
H 1.354 1.275 -0.262
H -1.026 0.460 1.537
H -1.994 -1.675 0.902
H -1.338 -2.522 -0.603
H 1.824 -0.507 -3.026
```

Output
Energy relative to the best compared isomer or geometry (same formula, charge and spin) ... 68.15 kcal per mole
E_HOMO ... -8.68 eV
Kohn-Sham gap ... 9.62 eV
LUMO level ... 0.94 eV
Total energy ... -8259.403 eV

***

Entry from OMol25: a molecular structure, C44H23CoN11O7 at a distorted geometry (ωB97M-V/def2-TZVPD).

The geometry in XYZ format:
```
86
Properties=species:S:1:pos:R:3
Co -0.426 0.486 0.085
C 2.680 -5.260 2.078
C 1.746 -5.211 3.114
C 0.768 -4.229 3.159
C 0.751 -3.294 2.140
C -0.054 -2.117 1.894
N 0.403 -1.462 0.806
C 1.421 -2.174 0.276
N 2.048 -1.895 -0.852
C 2.002 -0.698 -1.371
C 2.550 -0.369 -2.680
C 3.018 -1.146 -3.720
C 3.458 -0.494 -4.864
C 3.403 0.890 -4.966
C 2.923 1.673 -3.924
C 2.504 1.031 -2.776
C 1.927 1.492 -1.516
N 1.867 2.744 -1.142
C 1.252 3.087 -0.020
N 0.325 2.362 0.650
C -0.118 3.106 1.704
N -1.121 2.821 2.514
C -1.588 1.604 2.598
N -0.942 0.499 2.147
C -1.604 -0.600 2.607
N -1.113 -1.802 2.617
C -2.858 -0.192 3.230
C -3.976 -0.896 3.633
C -5.088 -0.164 4.028
C -5.066 1.225 4.045
C -3.933 1.938 3.673
C -2.834 1.216 3.252
C 0.612 4.343 1.768
C 0.639 5.371 2.700
C 1.520 6.413 2.490
C 2.336 6.442 1.356
C 2.328 5.416 0.427
C 1.472 4.346 0.650
N 1.615 0.434 -0.731
C 1.699 -3.335 1.098
C 2.669 -4.322 1.058
H 3.426 -6.044 2.083
H 1.788 -5.949 3.902
H 0.050 -4.170 3.963
H 3.012 -2.222 -3.648
H 3.848 -1.071 -5.691
H 3.733 1.370 -5.877
H 2.867 2.747 -4.006
H -3.988 -1.973 3.606
H -5.995 -0.686 4.295
H -5.961 1.760 4.324
H -3.911 3.018 3.682
H 0.001 5.333 3.568
H 1.591 7.214 3.214
H 2.994 7.288 1.214
H 2.974 5.436 -0.438
H 3.402 -4.335 0.266
C -4.069 3.298 -1.155
C -2.816 3.489 -1.709
C -1.746 2.705 -1.306
C -1.913 1.698 -0.364
C -3.184 1.489 0.156
C -4.250 2.293 -0.226
H -4.901 3.917 -1.461
H -2.672 4.244 -2.469
H -0.778 2.893 -1.750
H -3.395 0.678 0.838
H -5.225 2.115 0.205
O -7.260 -1.026 -3.196
N -6.233 -0.462 -3.541
O -6.184 0.336 -4.464
C -5.044 -0.733 -2.822
C -5.068 -1.622 -1.748
C -3.938 -1.814 -0.978
C -2.734 -1.039 -1.187
O -1.842 -0.975 -0.314
C -2.709 -0.300 -2.432
C -3.851 -0.126 -3.200
N -1.527 0.283 -2.868
O -0.483 0.193 -2.166
O -1.510 0.876 -3.950
N -3.988 -2.773 0.072
O -5.093 -3.097 0.492
O -2.947 -3.255 0.480
H -5.968 -2.170 -1.509
H -3.808 0.497 -4.079
```

Output
Energy relative to the best compared isomer or geometry (same formula, charge and spin) ... 0.00 kcal per mole
E_HOMO (alpha / beta) ... -3.12 / -6.09 eV
Charge ... -1
Kohn-Sham gap (alpha / beta) ... 4.02 / 6.43 eV
LUMO level (alpha / beta) ... 0.90 / 0.34 eV
Total energy ... -114347.044 eV
2S+1 ... 5
<S²> ... 6.327

***

Entry from OMol25: 2 unconnected molecules or ions with the total composition C19H21NO3 at a distorted geometry (ωB97M-V/def2-TZVPD).

The geometry in XYZ format:
```
44
Properties=species:S:1:pos:R:3
C 2.984 0.979 -2.984
O 1.688 1.521 -3.055
C 0.753 0.551 -2.954
C -0.625 0.793 -2.958
C -1.563 -0.262 -2.936
C -2.906 0.001 -2.956
C -3.358 1.316 -2.987
C -2.456 2.368 -3.011
C -1.106 2.120 -3.003
H 3.708 1.792 -2.959
H 3.073 0.387 -2.072
H 3.165 0.359 -3.864
H 1.098 -0.469 -2.861
H -1.206 -1.277 -2.924
H -3.614 -0.810 -2.959
H -4.415 1.515 -3.003
H -2.813 3.388 -3.037
H -0.391 2.921 -3.029
C 5.592 0.792 0.134
C 4.581 -0.061 0.879
O 3.299 0.515 0.888
C 2.456 -0.216 1.687
C 1.075 0.193 1.642
N 0.120 -0.430 2.279
C -1.157 -0.292 1.952
C -2.193 -0.986 2.623
C -3.482 -1.100 2.068
C -4.470 -1.775 2.741
C -4.213 -2.333 3.982
C -2.951 -2.237 4.543
C -1.948 -1.590 3.866
O 2.820 -1.175 2.355
H 6.520 0.257 -0.065
H 5.174 1.118 -0.814
H 5.840 1.693 0.690
H 4.467 -1.054 0.424
H 4.870 -0.222 1.925
H 0.818 0.990 0.970
H -1.405 0.284 1.076
H -3.671 -0.674 1.099
H -5.448 -1.870 2.298
H -4.996 -2.854 4.506
H -2.757 -2.657 5.518
H -0.959 -1.510 4.284
```

Output
Energy relative to the best compared isomer or geometry (same formula, charge and spin) ... 142.80 kcal per mole
E_HOMO ... -5.32 eV
Kohn-Sham gap ... 2.67 eV
LUMO level ... -2.66 eV
Total energy ... -27671.571 eV

***

Entry from OMol25: C3H5F2N in the gas phase at a distorted geometry (ωB97M-V/def2-TZVPD).

The geometry in XYZ format:
```
11
Properties=species:S:1:pos:R:3
N 1.360 0.619 -0.278
C 0.258 -0.208 -0.402
C -0.407 -0.575 0.936
C -1.112 0.327 0.030
F -1.154 1.580 0.329
F -2.128 -0.101 -0.671
H 1.484 1.049 -1.233
H 2.229 0.077 -0.164
H 0.186 -0.982 -1.210
H -0.895 -1.588 0.872
H 0.178 -0.197 1.791
```

Output
Energy relative to the best compared isomer or geometry (same formula, charge and spin) ... 17.81 kcal per mole
E_HOMO ... -9.49 eV
Kohn-Sham gap ... 10.47 eV
LUMO level ... 0.98 eV
Total energy ... -10115.561 eV

***

Entry from OMol25: 2 unconnected molecules or ions with the total composition C2H4ClOP at a distorted geometry (ωB97M-V/def2-TZVPD).

The geometry in XYZ format:
```
9
Properties=species:S:1:pos:R:3
C -1.598 -1.185 0.377
C 1.506 0.669 -0.635
O -1.361 -2.253 -0.088
P -0.403 0.102 1.014
Cl 2.878 0.890 0.396
H -2.528 -0.720 0.507
H 1.155 1.618 -1.132
H 1.417 -0.372 -1.086
H -1.066 1.252 0.647
```

Output
Energy relative to the best compared isomer or geometry (same formula, charge and spin) ... 88.55 kcal per mole
E_HOMO (alpha / beta) ... -8.90 / -8.90 eV
Kohn-Sham gap (alpha / beta) ... 7.96 / 7.96 eV
LUMO level (alpha / beta) ... -0.94 / -0.94 eV
Total energy ... -25994.084 eV

***

Entry from OMol25: C6H9I in the gas phase at a distorted geometry (ωB97M-V/def2-TZVPD).

The geometry in XYZ format:
```
16
Properties=species:S:1:pos:R:3
C -2.252 0.250 0.028
C -1.074 0.413 0.656
C -0.788 1.338 1.773
C 0.305 -0.398 -0.005
I 0.404 -2.257 0.922
C 1.023 -0.108 -1.046
C 2.154 -0.949 -1.616
H -3.195 0.661 0.498
H -2.502 -0.506 -0.678
H -1.824 1.389 2.251
H -0.302 2.279 1.492
H -0.284 0.656 2.518
H 1.063 0.799 -1.560
H 2.347 -0.497 -2.567
H 3.100 -1.029 -0.944
H 1.825 -2.040 -1.722
```

Output
Energy relative to the best compared isomer or geometry (same formula, charge and spin) ... 25.42 kcal per mole
E_HOMO ... -8.93 eV
Kohn-Sham gap ... 9.57 eV
LUMO level ... 0.64 eV
Total energy ... -14465.931 eV

***

Entry from OMol25: C3H5NO2S in the gas phase at a distorted geometry (ωB97M-V/def2-TZVPD).

The geometry in XYZ format:
```
12
Properties=species:S:1:pos:R:3
C 3.407 -0.331 0.007
O 1.974 -0.389 0.000
C 1.336 0.802 -0.002
N 0.091 0.929 0.002
S -0.851 -0.510 -0.005
C -2.411 0.319 0.006
O -3.469 -0.263 0.001
H 3.794 0.174 0.916
H 3.717 -1.358 -0.003
H 3.768 0.188 -0.911
H 1.961 1.677 -0.036
H -2.296 1.457 0.021
```

Output
Energy relative to the best compared isomer or geometry (same formula, charge and spin) ... 33.26 kcal per mole
E_HOMO ... -9.17 eV
Kohn-Sham gap ... 9.85 eV
LUMO level ... 0.68 eV
Total energy ... -19611.069 eV

***

Entry from OMol25: a molecular structure, C49H51AsN7O4SSbTi at a distorted geometry (ωB97M-V/def2-TZVPD).

The geometry in XYZ format:
```
115
Properties=species:S:1:pos:R:3
Ti -0.097 -0.008 1.056
C -0.455 -2.012 3.731
C 0.349 -2.626 2.616
C 0.925 -3.858 2.858
C 1.520 -4.583 1.835
C 1.501 -4.044 0.529
C 2.015 -4.759 -0.566
C 2.062 -4.186 -1.822
C 1.580 -2.903 -2.005
C 1.007 -2.183 -0.952
S 0.401 -0.571 -1.272
C 0.957 -2.735 0.344
N 0.392 -2.016 1.381
H -0.170 -2.450 4.688
H -1.515 -2.209 3.546
H -0.329 -0.940 3.791
H 0.891 -4.259 3.864
H 1.986 -5.544 2.016
H 2.389 -5.763 -0.394
H 2.483 -4.733 -2.659
H 1.653 -2.423 -2.973
N -1.559 4.453 -1.352
N -0.803 3.707 -0.468
N -0.437 4.169 0.717
C -0.130 3.060 1.343
N -0.370 1.966 0.600
N -0.811 2.386 -0.556
H -1.661 5.376 -0.952
H -2.470 4.007 -1.436
H 0.258 3.045 2.347
O 2.094 0.245 1.546
C 1.681 0.670 2.644
O 0.413 0.772 2.847
C 2.616 1.048 3.733
C 3.979 0.741 3.602
C 4.854 1.080 4.629
C 4.403 1.715 5.769
C 3.031 2.028 5.906
C 2.144 1.678 4.872
N 2.572 2.665 7.046
O 3.398 2.909 7.989
O 1.343 2.995 7.122
H 4.320 0.243 2.706
H 5.906 0.838 4.529
H 5.071 1.987 6.573
H 1.095 1.906 4.990
C -2.768 0.845 3.181
C -3.186 0.037 1.942
C -4.077 -1.129 2.408
C -2.000 -0.423 1.096
C -3.943 0.916 0.950
C -3.728 2.297 0.882
C -4.409 3.096 -0.024
C -5.323 2.550 -0.916
C -5.545 1.181 -0.869
C -4.880 0.389 0.052
H -2.489 0.174 3.993
H -3.599 1.465 3.529
H -1.907 1.477 2.976
H -3.589 -1.672 3.217
H -4.265 -1.834 1.598
H -5.038 -0.753 2.772
H -2.337 -1.210 0.404
H -3.040 2.767 1.573
H -4.262 4.173 0.000
H -5.860 3.174 -1.619
H -6.267 0.734 -1.542
H -5.122 -0.665 0.081
C -6.033 0.636 -5.875
C -5.017 1.579 -5.801
C -3.972 1.406 -4.904
C -3.894 0.286 -4.075
C -4.923 -0.648 -4.169
C -5.980 -0.483 -5.055
Sb -2.272 0.194 -2.538
C -2.257 -1.972 -2.729
C -1.302 -2.712 -3.414
C -1.328 -4.099 -3.396
C -2.300 -4.772 -2.673
C -3.251 -4.048 -1.970
C -3.225 -2.661 -2.000
C -0.914 0.870 -4.114
C -0.523 0.135 -5.229
C 0.338 0.676 -6.175
C 0.790 1.981 -6.049
C 0.373 2.740 -4.968
C -0.458 2.181 -4.007
H -6.856 0.771 -6.567
H -5.039 2.450 -6.447
H -3.187 2.154 -4.849
H -4.894 -1.531 -3.542
H -6.766 -1.228 -5.108
H -0.504 -2.201 -3.934
H -0.572 -4.657 -3.936
H -2.303 -5.854 -2.639
H -4.007 -4.565 -1.391
H -3.960 -2.099 -1.434
H -0.900 -0.869 -5.378
H 0.655 0.076 -7.020
H 1.454 2.405 -6.793
H 0.695 3.771 -4.869
H -0.759 2.776 -3.164
C 2.547 3.980 -1.397
As 2.562 2.074 -0.796
C 3.209 1.342 -2.510
C 4.368 2.197 0.000
H 3.492 4.264 -1.863
H 2.366 4.628 -0.538
H 1.737 4.130 -2.114
H 4.097 1.870 -2.864
H 2.418 1.406 -3.259
H 3.449 0.289 -2.358
H 5.048 2.744 -0.655
H 4.752 1.188 0.151
H 4.322 2.692 0.970
```

Output
Energy relative to the best compared isomer or geometry (same formula, charge and spin) ... 0.00 kcal per mole
E_HOMO (alpha / beta) ... -0.06 / -2.06 eV
Charge ... -2
Kohn-Sham gap (alpha / beta) ... 3.77 / 5.77 eV
LUMO level (alpha / beta) ... 3.71 / 3.71 eV
Total energy ... -171585.134 eV
2S+1 ... 3
<S²> ... 2.050

***

Entry from OMol25: 2 unconnected molecules or ions with the total composition C8H18Si at a distorted geometry (ωB97M-V/def2-TZVPD).

The geometry in XYZ format:
```
27
Properties=species:S:1:pos:R:3
C -0.783 0.616 2.591
C -0.389 0.317 1.302
Si -1.575 -0.189 -0.080
C -1.940 -2.094 -0.007
C -3.195 0.817 0.385
C -0.469 0.541 -1.478
H -0.120 1.106 3.251
H -1.517 0.013 3.104
H 0.487 0.670 0.873
H -2.997 -2.183 -0.206
H -1.353 -2.749 -0.608
H -1.861 -2.397 1.019
H -4.168 0.222 0.092
H -3.265 0.834 1.455
H -3.309 1.749 -0.038
H 0.521 0.186 -1.448
H -0.913 0.725 -2.525
H -0.384 1.610 -1.280
C 2.421 -0.348 0.530
C 2.924 -0.511 -0.747
C 3.492 0.570 -1.482
H 2.561 0.678 0.842
H 2.007 -1.254 1.000
H 2.825 -1.468 -1.314
H 4.430 0.455 -1.869
H 3.523 1.527 -1.016
H 3.048 0.558 -2.346
```

Output
Energy relative to the best compared isomer or geometry (same formula, charge and spin) ... 55.53 kcal per mole
E_HOMO ... -9.16 eV
Kohn-Sham gap ... 10.12 eV
LUMO level ... 0.96 eV
Total energy ... -16462.489 eV

***

What is the total energy in the fourth record? -8259.403 eV

***

Which of these has the highest total energy? C5H6N2

***

Which of these has the lowest total energy? C49H51AsN7O4SSbTi